Entry 1:
Here is 2 unconnected molecules or ions with the total composition C4H12N2O3 at a distorted geometry from the Open Molecules 2025 dataset. Energies are from ωB97M-V with the def2-TZVPD basis set.

The total energy is -13459.332 eV. The value obtained for the energy above the lowest of the compared OMol25 structures with the same formula, charge and spin is 6.969 eV. Its gap between HOMO and LUMO (spin up / spin down) is 7.472 / 7.949 eV.

Structure (XYZ):
```
21
Properties=species:S:1:pos:R:3:nbo_charge:R:1
C 2.02079 -0.13391 1.05827 -0.259
C -1.52701 -1.96647 0.08592 -0.250
C 0.99648 0.22153 -2.05149 -0.251
C -0.10998 -0.09239 -0.00689 0.846
N -1.32628 2.21023 1.32479 -0.613
N -1.96162 1.13461 0.79181 -0.510
O 0.88028 0.55208 0.67916 -0.570
O -0.28744 -1.35934 0.49333 -0.562
O -0.24090 0.06465 -1.32863 -0.550
H 2.53974 0.62194 1.72577 0.205
H 2.61999 -0.42303 0.06060 0.155
H 1.76078 -1.15704 1.56901 0.204
H -1.27046 -2.71543 -0.73526 0.178
H -2.21139 -1.11244 -0.08604 0.208
H -1.90707 -2.53980 0.86552 0.187
H 0.71642 0.00728 -3.00032 0.192
H 1.76774 -0.40612 -1.72267 0.175
H 1.28804 1.24628 -2.07559 0.181
H -0.92960 2.87314 0.58893 0.330
H -0.64601 1.88125 1.99223 0.367
H -2.17250 1.09301 -0.22844 0.335
```

***

Entry 2:
Here is a molecular structure, BH4Rb at a distorted geometry from the Open Molecules 2025 dataset. Energies are from ωB97M-V with the def2-TZVPD basis set.

The total energy is -1393.518 eV. The value obtained for the energy above the lowest of the compared OMol25 structures with the same formula, charge and spin is 1.623 eV. Its gap between HOMO and LUMO is 7.903 eV.

Structure (XYZ):
```
6
Properties=species:S:1:pos:R:3:lowdin_charge:R:1
Rb 0.53360 -1.05398 1.87495 1.060
B -0.05943 0.17074 -0.37474 -0.579
H 0.73342 0.88806 -0.22951 -0.084
H -0.60229 0.02563 0.54639 -0.236
H -0.78582 0.72681 -0.94692 -0.074
H 0.18053 -0.75726 -0.87019 -0.087
```

***

Entry 3:
Here is 2 unconnected molecules or ions with the total composition C3H5NS2 at a distorted geometry from the Open Molecules 2025 dataset. Energies are from ωB97M-V with the def2-TZVPD basis set.

The total energy is -26346.754 eV. The value obtained for the energy above the lowest of the compared OMol25 structures with the same formula, charge and spin is 5.979 eV. Its gap between HOMO and LUMO is 8.301 eV.

Structure (XYZ):
```
11
Properties=species:S:1:pos:R:3:nbo_charge:R:1
C 0.22095 1.03490 -0.94497 -0.157
C 0.60181 -0.90216 0.61002 -0.373
C 0.99365 -1.97429 1.24180 -0.386
H -3.00157 1.96156 -0.57773 0.113
H 0.21082 1.17220 -2.53748 0.189
H -0.31880 -0.47589 0.87269 0.233
H 2.01130 -2.53282 1.06563 0.189
H 0.64979 -2.37694 2.15445 0.216
N -0.82918 1.61644 -0.08300 -0.512
S -2.05466 2.33481 -1.37804 0.098
S 1.51589 0.14220 -0.42337 0.391
```

***

Entry 4:
Here is 2 unconnected molecules or ions with the total composition C5H10O2 at a distorted geometry from the Open Molecules 2025 dataset. Energies are from ωB97M-V with the def2-TZVPD basis set.

The total energy is -9437.747 eV. The value obtained for the energy above the lowest of the compared OMol25 structures with the same formula, charge and spin is 5.296 eV. Its gap between HOMO and LUMO (spin up / spin down) is 7.810 / 8.013 eV.

Structure (XYZ):
```
17
Properties=species:S:1:pos:R:3:nbo_charge:R:1
O 2.42098 0.09263 0.78100 -0.726
C 1.48162 -0.49698 -0.10006 -0.049
C 0.13401 -0.45122 0.60356 -0.305
C -0.41394 1.00360 0.75816 -0.477
C -1.83021 0.86767 0.28295 0.076
O -2.05432 -0.34667 -0.11817 -0.352
C -0.99029 -1.13424 -0.13421 0.015
H 3.27626 0.12257 0.33800 0.471
H 1.42282 0.05154 -1.05205 0.166
H 1.74376 -1.54144 -0.33305 0.162
H 0.30202 -0.90403 1.59514 0.218
H -0.34606 1.37532 1.78664 0.229
H 0.16716 1.70076 0.13837 0.222
H -0.77310 0.50028 -2.46138 -0.020
H -2.68314 1.52636 0.33819 0.190
H -0.64507 -0.18337 -2.16787 -0.010
H -1.21251 -2.18276 -0.25521 0.190
```

***

Entry 5:
Here is a single C3H4N2O molecule from the Open Molecules 2025 dataset. Energies are from ωB97M-V with the def2-TZVPD basis set.

The total energy is -8198.982 eV. The value obtained for the energy above the lowest of the compared OMol25 structures with the same formula, charge and spin is 4.903 eV. Its gap between HOMO and LUMO is 8.764 eV.

Structure (XYZ):
```
10
Properties=species:S:1:pos:R:3:nbo_charge:R:1
N -1.09304 -1.06119 0.57788 -0.773
C -0.14329 -0.08418 0.13089 0.177
C 0.38828 -0.44523 -1.04177 -0.233
N 1.29245 0.62120 -1.32867 -0.475
C 1.18597 1.43735 -0.33578 0.309
O 0.29760 1.08718 0.65518 -0.433
H -0.85601 -1.60425 1.40909 0.405
H -2.07592 -0.78619 0.59720 0.405
H -0.70045 -1.53750 -0.49320 0.431
H 1.70443 2.37282 -0.17081 0.187
```

***

Entry 6:
Here is a gas-phase ion, C4H10N2OS (charge -2) at a distorted geometry from the Open Molecules 2025 dataset. Energies are from ωB97M-V with the def2-TZVPD basis set.

The total energy is -20170.756 eV. The value obtained for the energy above the lowest of the compared OMol25 structures with the same formula, charge and spin is 0.443 eV. Its net charge is -2. Its gap between HOMO and LUMO is 5.796 eV.

Structure (XYZ):
```
18
Properties=species:S:1:pos:R:3:nbo_charge:R:1
C 0.93937 -0.33628 0.29895 -0.212
N 1.49876 0.90693 -0.20494 -0.715
C 2.93806 1.26291 0.31365 0.154
O 3.82444 1.51556 -0.63541 -0.954
C -0.45250 -0.58168 -0.34002 -0.071
C -1.49634 0.01679 0.60168 -0.513
S -3.28138 -0.36829 0.11058 -0.818
N -0.69322 -2.05528 -0.55149 -0.860
H 1.60554 -1.21660 0.16935 0.143
H 0.81991 -0.26682 1.38133 0.153
H 1.43030 1.02707 -1.20275 0.346
H 2.60213 2.10619 0.94693 0.056
H 3.29195 0.40760 0.97039 0.041
H -0.42120 -0.17499 -1.35900 0.174
H -1.48099 1.09869 0.49724 0.209
H -1.27344 -0.31572 1.62122 0.168
H -1.50208 -2.07355 -1.16396 0.361
H -1.16256 -2.31235 0.32052 0.339
```